The following is a DFT calculation (ωB97M-V/def2-TZVPD) of one molecule with the formula C19H21BrN2O4.

Summary:
SMILES: CC1(C)NC(=O)N(CCOCCOc2ccc3ccccc3c2Br)C1=O

```
47
Properties=species:S:1:pos:R:3:forces:R:3:lowdin_charge:R:1
C 1.55855 3.61066 0.16376 0.1 -0.2 0.0 -0.001
H 2.45889 4.03688 0.59735 0.1 0.1 0.1 0.091
H 0.70724 4.23674 0.42023 -0.1 0.1 0.0 0.086
H 1.66764 3.58861 -0.91849 0.0 0.0 -0.1 0.093
C 1.35597 2.19479 0.70936 0.0 0.4 0.2 -0.448
N 0.30934 1.49687 -0.00498 -0.1 0.3 0.1 0.177
C 0.75986 0.45939 -0.73690 -0.1 0.0 -0.1 -0.468
O 0.13558 -0.25749 -1.48061 0.0 -0.1 -0.3 0.100
N 2.13204 0.34863 -0.47486 0.1 -0.1 -0.1 0.072
C 2.57374 1.33344 0.36458 -0.4 0.1 -0.1 -0.384
O 3.70756 1.49023 0.73474 0.3 0.1 0.2 0.124
C 2.99960 -0.65137 -1.05702 0.1 -0.3 0.1 -0.068
C 3.29336 -1.82639 -0.09780 0.2 0.2 -0.1 -0.170
O 2.68429 -3.04503 -0.45163 0.0 -0.2 0.1 -0.128
C 1.27332 -3.09806 -0.43241 -0.4 -0.1 0.0 -0.177
C 0.67552 -3.00404 0.97941 0.7 0.1 -0.2 -0.173
O -0.72390 -3.22866 0.97707 -0.5 0.1 -0.3 -0.084
C -1.47560 -2.28260 0.31779 0.0 0.2 0.3 -0.326
C -1.81788 -1.09183 0.91126 0.4 -0.4 0.3 -0.495
C -2.57731 -0.10786 0.24176 -0.1 -0.1 -0.3 -0.215
C -2.88807 1.14904 0.80073 -0.1 0.2 0.1 -0.090
C -3.59865 2.07643 0.08829 0.1 -0.1 0.2 -0.080
C -4.03694 1.78931 -1.21230 -0.1 -0.1 -0.3 -0.079
C -3.75775 0.57571 -1.77646 -0.1 0.2 0.0 -0.023
C -3.02269 -0.40151 -1.07541 0.1 0.1 0.3 -0.169
C -2.71526 -1.65235 -1.64772 0.1 -0.2 0.1 -0.013
C -1.95838 -2.56436 -0.97497 -0.1 0.0 -0.1 0.006
H -1.70082 -3.51718 -1.40980 0.0 -0.1 -0.1 0.126
H -3.07217 -1.86857 -2.64320 0.0 0.0 -0.1 0.118
H -4.09164 0.34534 -2.77729 0.0 0.0 -0.1 0.114
H -4.59644 2.53242 -1.76042 0.0 0.0 -0.1 0.102
H -3.82686 3.03613 0.52834 0.0 0.1 0.1 0.104
H -2.56098 1.37375 1.80595 0.0 0.0 0.0 0.071
Br -1.24170 -0.79570 2.70116 -0.1 0.0 -0.1 0.878
H 0.91033 -2.02544 1.41783 -0.1 -0.1 0.0 0.081
H 1.08946 -3.78519 1.62081 0.0 0.1 -0.1 0.140
H 1.02812 -4.07369 -0.86021 -0.1 0.1 0.0 0.137
H 0.83219 -2.31641 -1.06441 0.1 -0.1 0.0 0.100
H 3.03518 -1.52673 0.92645 0.1 0.0 -0.1 0.124
H 4.36046 -2.05531 -0.12163 -0.1 0.1 0.1 0.129
H 2.52113 -1.02282 -1.96579 0.1 0.0 0.1 0.138
H 3.93594 -0.15161 -1.31354 -0.1 -0.1 0.0 0.130
H -0.65158 1.79814 -0.02781 0.0 -0.1 -0.1 0.140
C 1.11789 2.21422 2.21785 0.2 -0.1 -0.2 -0.010
H 0.92338 1.21243 2.59129 0.0 -0.1 0.0 0.043
H 2.00199 2.60493 2.71349 0.1 0.1 0.1 0.092
H 0.26606 2.84611 2.45614 -0.1 0.1 0.0 0.087
```
Forces are in eV/Å.

***

The following is a DFT calculation (ωB97M-V/def2-TZVPD) of C19H21CdN9 as an isolated structure.

Summary:
Charge: +2

```
50
Properties=species:S:1:pos:R:3:forces:R:3:lowdin_charge:R:1
Cd 0.02494 0.11551 0.03990 -0.1 0.3 -0.3 1.387
N 4.44553 -0.95121 0.00867 0.1 0.0 0.1 0.150
C 3.21558 -0.73679 -0.41003 -0.1 0.1 0.0 -0.134
N 2.17027 -0.63935 0.37705 -0.2 0.1 0.3 0.009
C 2.34800 -0.79482 1.76792 0.1 -0.1 -0.1 -0.274
N 1.36275 -0.88488 2.61493 -0.1 0.0 -0.1 0.080
N 0.14367 -0.76155 2.01050 0.2 -0.2 0.2 -0.144
C -0.91747 -1.21823 2.52737 -0.2 -0.1 0.0 -0.048
C -2.16641 -1.12698 1.72996 0.0 0.0 0.0 -0.263
C -3.35391 -1.58757 2.26026 -0.1 0.0 0.1 0.011
C -4.50316 -1.56240 1.47849 0.0 0.0 0.0 -0.002
C -4.42438 -1.07928 0.18739 -0.1 0.0 0.0 -0.014
C -3.20017 -0.62893 -0.28061 0.1 0.1 0.0 -0.107
N -2.09492 -0.64413 0.46509 0.1 -0.2 0.1 -0.018
C 3.70949 -0.90184 2.28123 -0.1 0.0 -0.1 -0.094
C 3.99458 -0.93570 3.64999 0.0 0.0 0.0 0.005
C 5.29609 -1.07829 4.07674 0.0 0.0 0.0 -0.031
C 6.33274 -1.20526 3.14773 0.0 0.0 0.0 -0.025
C 6.07200 -1.17482 1.79433 0.1 0.0 -0.1 0.009
C 4.75869 -1.01400 1.37389 0.0 0.0 -0.1 -0.162
H 5.18915 -1.04036 -0.66926 0.0 0.0 0.0 0.178
H 3.08025 -0.63823 -1.47941 0.0 0.0 0.0 0.147
H -0.92603 -1.71095 3.49611 0.0 0.0 0.0 0.144
H -3.37478 -1.96949 3.27283 0.0 0.0 0.0 0.131
H -5.44309 -1.92398 1.87492 0.0 0.0 0.0 0.132
H -5.29051 -1.05113 -0.45861 0.0 0.0 0.0 0.127
H -3.10419 -0.24588 -1.28765 0.0 0.0 0.0 0.120
H 3.17807 -0.85827 4.35433 0.0 0.0 0.0 0.120
H 5.51782 -1.10021 5.13542 0.0 0.0 0.0 0.123
H 7.35119 -1.32928 3.49087 0.0 0.0 0.0 0.126
H 6.87268 -1.27447 1.07091 0.0 0.0 0.0 0.129
C 2.50360 6.29533 1.13092 0.0 0.0 0.0 -0.068
C 1.25170 6.15302 1.99063 0.1 -0.1 0.0 -0.408
C 1.46807 5.18598 3.14999 0.0 0.0 0.0 -0.071
C 0.02279 5.77890 1.16294 0.0 0.0 0.0 -0.084
N 0.10239 4.41881 0.59638 0.2 0.3 0.0 -0.073
C -0.31290 3.27292 1.11128 -0.1 -0.1 0.0 -0.126
N 0.03832 2.31492 0.27985 0.2 0.1 -0.5 -0.114
N 0.69468 2.91331 -0.75480 0.0 0.1 0.2 -0.028
N 0.73905 4.17174 -0.56115 -0.2 -0.2 0.1 0.099
H 3.32729 6.67782 1.73366 0.0 0.0 0.0 0.089
H 2.34590 6.98683 0.30187 0.0 0.0 0.0 0.088
H 2.81713 5.33463 0.71375 0.0 0.0 0.0 0.070
H 1.00206 7.13283 2.40634 0.0 0.0 0.0 0.147
H 1.76205 4.19290 2.79397 0.0 0.0 0.0 0.072
H 0.57494 5.08699 3.77309 0.0 0.0 0.0 0.084
H 2.27469 5.54351 3.78951 0.0 0.0 0.0 0.091
H -0.10418 6.45517 0.32101 0.0 0.0 -0.1 0.138
H -0.87801 5.80525 1.77392 0.0 0.0 0.0 0.135
H -0.85618 3.16100 2.03459 0.0 0.0 0.0 0.149
```
Forces are in eV/Å.

***

The following is a DFT calculation (ωB97M-V/def2-TZVPD) of one molecule with the formula C19H21ClN2O2.

Summary:
SMILES: O=C(NN1CCCCC1)c1cccc(COc2ccc(Cl)cc2)c1
Relative energy (zero: lowest compared OMol25 entry of this formula, charge and spin): 46.6 kcal/mol

```
45
Properties=species:S:1:pos:R:3:forces:R:3:lowdin_charge:R:1
O -2.03024 2.15324 0.09971 0.1 0.1 0.1 0.086
C -1.90785 1.00600 -0.26679 0.0 0.2 0.0 -0.438
N -2.93487 0.12113 -0.33565 -0.6 -0.6 -0.1 0.073
H -2.74701 -0.84338 -0.59318 0.0 0.2 0.1 0.132
N -4.23692 0.49835 -0.00965 0.3 0.2 0.0 -0.150
C -5.12759 0.48838 -1.15727 0.1 -0.1 -0.4 -0.168
C -5.52963 -0.92284 -1.60161 -0.2 0.2 0.2 -0.187
C -6.14327 -1.67777 -0.42412 0.3 -0.2 -0.1 -0.210
C -5.16939 -1.68702 0.75260 -0.2 0.3 0.0 -0.187
C -4.77732 -0.24835 1.11155 0.2 -0.3 0.2 -0.169
H -4.03555 -0.23433 1.91318 -0.1 0.1 0.0 0.123
H -5.66071 0.29659 1.45383 0.0 0.0 0.1 0.123
H -5.62536 -2.16564 1.62014 0.1 -0.1 0.0 0.108
H -4.27760 -2.26249 0.48886 0.0 -0.1 0.0 0.104
H -6.39218 -2.69993 -0.71756 -0.1 0.0 0.0 0.107
H -7.06755 -1.18010 -0.12143 -0.1 0.0 0.0 0.113
H -6.24306 -0.85543 -2.42390 0.0 0.0 -0.1 0.109
H -4.65193 -1.46238 -1.96804 0.0 0.0 -0.1 0.103
H -4.63353 1.02850 -1.96785 -0.1 0.0 0.1 0.123
H -6.01937 1.04936 -0.86696 0.0 0.0 0.0 0.123
C -0.58749 0.42855 -0.67667 0.2 0.0 -0.1 -0.129
C 0.54741 0.90866 -0.03448 0.0 0.0 -0.1 0.031
C 1.80783 0.44076 -0.37298 0.1 -0.1 0.1 -0.173
C 1.93071 -0.51417 -1.37325 0.0 0.0 0.0 -0.019
C 0.80561 -0.98594 -2.02694 0.1 0.0 0.0 -0.064
C -0.45144 -0.51918 -1.68626 -0.1 0.1 0.1 -0.039
H -1.31526 -0.87228 -2.23134 -0.1 0.0 0.0 0.107
H 0.91122 -1.71834 -2.81368 0.0 0.0 -0.1 0.105
H 2.91024 -0.88064 -1.63624 0.1 -0.1 0.0 0.115
C 3.02335 1.00076 0.31866 -0.1 0.3 0.1 -0.148
O 4.07669 0.06198 0.25772 -0.1 -0.1 -0.1 -0.044
C 5.28181 0.39341 0.78715 0.3 0.0 0.1 -0.265
C 6.27629 -0.58291 0.68600 -0.2 0.1 0.0 0.000
C 7.54042 -0.35666 1.18521 0.0 0.1 0.0 -0.103
C 7.82629 0.85643 1.79504 -0.2 0.1 0.0 -0.687
C 6.85352 1.83251 1.90457 0.2 -0.2 0.0 -0.103
C 5.58259 1.60417 1.40314 -0.3 -0.1 -0.1 -0.016
H 4.84111 2.38053 1.50256 -0.1 0.0 0.0 0.106
H 7.08252 2.77298 2.38062 0.0 0.1 0.0 0.107
Cl 9.41213 1.14818 2.42271 0.2 0.0 0.1 0.659
H 8.30363 -1.11421 1.10349 0.1 -0.1 0.0 0.106
H 6.03032 -1.51797 0.20863 0.0 -0.1 -0.1 0.120
H 2.77938 1.23645 1.36394 0.1 0.0 -0.1 0.139
H 3.31934 1.93501 -0.18480 0.0 -0.1 0.1 0.145
H 0.42267 1.66003 0.73135 0.0 0.1 0.1 0.129
```
Forces are in eV/Å.

***

The following is a DFT calculation (ωB97M-V/def2-TZVPD) of one molecule with the formula C19H21ClN2O7S at a distorted geometry.

Summary:
SMILES: Cc1cc(C(=O)OCC(=O)Nc2cc(S(=O)(=O)N3CCOCC3)ccc2Cl)c(C)o1
Relative energy (zero: lowest compared OMol25 entry of this formula, charge and spin): 0.0 kcal/mol

```
51
Properties=species:S:1:pos:R:3:forces:R:3:lowdin_charge:R:1
C 6.42751 -2.50529 0.72568 0.0 0.2 -0.3 -0.006
C 5.61633 -1.31433 0.36665 -0.4 -0.1 1.0 -0.304
C 4.68822 -0.60570 1.05727 0.4 -0.2 -0.4 0.029
C 4.25020 0.43902 0.18337 0.5 -0.3 -0.6 -0.089
C 4.95848 0.27533 -0.98806 -0.9 0.7 0.5 -0.234
O 5.77753 -0.77836 -0.87285 0.2 0.0 -0.3 0.107
C 4.93816 1.04244 -2.25463 0.2 -0.2 0.0 0.022
H 4.17426 1.81109 -2.19407 0.0 0.0 0.0 0.078
H 4.72996 0.37927 -3.09301 0.0 0.0 -0.1 0.093
H 5.90792 1.50725 -2.42926 0.1 0.1 0.0 0.094
C 3.23632 1.44477 0.45053 -0.1 0.3 -0.4 -0.427
O 2.85069 2.29362 -0.31510 0.0 -0.1 0.2 0.125
O 2.72694 1.29990 1.70476 0.2 -0.2 0.2 -0.019
C 1.64174 2.13839 2.05123 -0.3 0.6 0.0 -0.058
C 0.27920 1.50176 1.76000 0.5 -0.1 -0.1 -0.417
O -0.75168 2.11794 1.87809 -0.2 0.2 0.1 0.095
N 0.38401 0.20336 1.36681 0.5 -0.4 0.0 0.136
C -0.62200 -0.63395 0.91081 -0.4 -0.1 -0.2 -0.216
C -1.97036 -0.39947 1.16921 0.1 0.1 0.2 0.003
C -2.92394 -1.25302 0.65475 -0.5 0.0 0.1 -0.254
C -2.58027 -2.36280 -0.09166 -0.1 -0.1 0.0 -0.061
C -1.24113 -2.62619 -0.33391 0.0 0.1 0.1 -0.082
C -0.27592 -1.76453 0.15658 -0.2 0.1 0.0 -0.559
Cl 1.39820 -2.08725 -0.16535 0.1 0.0 0.0 0.751
H -0.94530 -3.49210 -0.90494 0.1 -0.1 0.0 0.110
H -3.35824 -3.01337 -0.45599 0.0 -0.1 -0.1 0.116
S -4.66291 -0.88680 0.95503 -0.2 0.1 -0.2 0.668
O -4.77535 -0.29662 2.25244 0.3 0.2 0.0 -0.268
O -5.40761 -2.07195 0.64850 0.2 -0.1 -0.2 -0.281
N -5.11606 0.25986 -0.14573 0.1 -0.7 0.8 -0.234
C -4.70556 1.63341 0.03998 0.4 0.5 0.0 -0.149
H -4.47344 1.76721 1.09524 0.0 0.2 0.0 0.119
C -3.50340 1.98185 -0.84512 -0.1 0.0 0.2 -0.173
H -3.32316 3.05735 -0.83692 0.0 -0.1 0.1 0.133
O -3.74408 1.63614 -2.19444 -0.1 0.2 -0.1 -0.123
C -4.01785 0.26083 -2.33522 -0.2 -0.2 0.0 -0.182
H -4.18174 0.09341 -3.40113 0.0 -0.1 0.1 0.129
C -5.25874 -0.13328 -1.52712 0.2 -0.2 -0.6 -0.155
H -5.42788 -1.20901 -1.54454 -0.1 0.0 -0.2 0.117
H -6.13534 0.37861 -1.93987 0.0 -0.1 0.0 0.135
H -3.14944 -0.33045 -2.00200 -0.1 0.1 -0.1 0.118
H -2.60252 1.46494 -0.48517 -0.1 0.1 0.0 0.109
H -5.55180 2.27612 -0.22840 0.1 0.0 0.1 0.134
H -2.26864 0.43982 1.77517 0.1 0.1 0.0 0.114
H 1.32531 -0.16743 1.26965 -0.3 0.2 0.1 0.089
H 1.71659 2.34266 3.12204 0.0 -0.1 -0.1 0.147
H 1.69734 3.08224 1.49630 -0.1 -0.2 0.2 0.140
H 4.34784 -0.77949 2.05633 0.0 -0.1 0.2 0.122
H 7.48964 -2.27693 0.64980 0.1 0.0 0.0 0.086
H 6.21298 -3.32938 0.04652 0.0 -0.1 0.0 0.086
H 6.19895 -2.81089 1.74175 0.0 0.0 0.0 0.086
```
Forces are in eV/Å.

***

The following is a DFT calculation (ωB97M-V/def2-TZVPD) of C19H21ClN6 as an isolated structure at a distorted geometry.

Summary:
Relative energy (zero: lowest compared OMol25 entry of this formula, charge and spin): 490.5 kcal/mol

```
47
Properties=species:S:1:pos:R:3:forces:R:3:lowdin_charge:R:1
C 1.58924 5.29352 -2.00515 -12.6 -2.3 -2.8 0.045
N 0.92629 3.97745 -1.71776 3.1 3.8 -1.7 -0.152
C -0.12675 3.54129 -0.94113 2.8 15.1 1.6 -0.042
C -0.29123 2.33277 -1.13148 0.0 -5.3 -0.5 -0.345
C 0.59196 2.09636 -2.07052 10.2 -6.8 -8.0 -0.145
N 1.51948 3.06002 -2.51424 -6.2 -1.7 4.0 0.176
C 1.23803 0.71524 -2.66202 -13.0 -1.8 2.4 -0.101
C -0.02892 -0.40412 -2.78083 7.2 0.0 -1.6 0.055
C 0.35730 -1.64280 -3.30282 1.8 7.1 2.4 -0.848
C 1.71007 -1.88823 -3.61790 -2.1 -4.6 -2.2 -0.199
C 2.68364 -1.07789 -3.73279 0.3 7.1 2.0 -0.045
C 2.25466 0.29613 -3.26075 8.9 2.4 -0.6 -0.103
H 2.97104 1.30614 -3.00181 -0.4 -3.1 -1.6 0.161
H 3.69678 -1.19559 -3.96426 1.0 -0.6 -0.6 0.091
H 1.85671 -2.85763 -4.07768 0.1 -0.6 0.5 0.102
Cl -0.62105 -2.86585 -3.32822 -4.2 -4.9 -0.3 0.827
H -0.86760 -0.10266 -2.31203 -3.0 0.2 0.9 0.021
C -1.17442 1.55247 -0.44524 -3.9 -5.5 1.4 -0.086
N -0.78126 0.14212 0.08865 11.8 12.3 -5.1 -0.157
C 0.49637 0.38767 0.98730 -2.2 0.2 0.3 -0.014
C -0.21036 0.83261 2.35605 9.8 -11.2 0.1 -0.178
N -0.93926 -0.25398 2.72386 -7.3 -2.0 0.7 -0.025
C -0.84012 -1.12675 3.83006 2.3 4.6 -2.3 -0.471
N -1.62631 -2.01730 4.06346 -9.5 -6.1 -1.3 0.093
C -1.83940 -2.86879 5.03171 12.6 7.1 2.9 0.040
C -0.50913 -2.67696 6.02771 -1.9 2.9 -2.7 0.075
C 0.42145 -1.44903 5.69836 -2.3 -7.5 1.9 -0.104
N 0.17012 -0.97291 4.56766 5.2 5.1 -0.2 0.086
H 1.44171 -1.39588 6.15732 -1.1 0.4 -0.1 0.108
H -0.24932 -3.26700 6.86143 -0.2 -0.7 1.0 0.017
H -2.40725 -3.60621 5.27240 -4.3 -4.4 0.4 0.018
C -2.31604 -0.31766 1.87024 5.3 -8.2 1.9 -0.007
H -2.78471 0.50044 1.88585 -3.5 6.8 0.6 0.024
C -1.64848 -0.57976 0.54246 -9.1 -11.4 2.0 -0.409
H -1.10883 -1.60063 0.56823 -0.9 0.6 1.0 0.162
H -2.45193 -1.00561 -0.22277 0.9 1.5 0.7 0.163
H -3.00155 -1.16850 2.27818 1.6 1.5 -0.9 0.144
H -0.35167 1.72597 2.44266 -3.5 10.1 0.5 0.019
H 0.69872 0.76407 3.10620 -1.2 0.2 -1.0 0.157
H 1.03744 -0.60087 0.92874 -0.5 1.1 0.9 0.134
H 1.20263 1.23462 0.78055 -0.9 -0.8 -1.1 0.123
H -1.83435 1.17826 -1.22448 -1.4 0.5 0.3 0.132
H -1.63446 2.20315 0.28460 -0.8 -0.3 0.5 0.133
H -0.51568 4.54008 -0.43520 0.0 -3.0 -0.3 0.197
H 1.87139 5.71279 -1.26659 4.1 4.8 10.1 -0.026
H 2.27767 5.24118 -2.63385 5.6 -1.2 -5.7 0.011
H 0.79106 6.07686 -2.32681 1.1 -1.4 -0.2 0.139
```
Forces are in eV/Å.

***

| no. | LUMO (eV) | orbital gap (eV) | highest occupied orbital energy (eV) |
| --- | --- | --- | --- |
| 1 | 0.28 | 8.672 | -8.39 |
| 2 | -6.58 | 7.647 | -14.23 |
| 3 | 0.65 | 9.209 | -8.56 |
| 4 | 0.37 | 9.263 | -8.89 |
| 5 | 0.62 | 8.008 | -7.39 |